Entry 1:
Entry from the Open Molecules 2025 dataset: 8 unconnected molecules or ions with the total composition C18H55N3O11 in a non-equilibrium geometry (ωB97M-V/def2-TZVPD).

The geometry in ORCA input format:
```
! RIJCOSX wB97M-V def2-TZVPD def2/J DEFGRID3
* xyz 0 1
C 2.460 1.793 1.626
O 1.088 1.700 1.669
C 0.506 2.079 0.481
C -1.004 2.161 0.709
N -1.563 0.842 1.007
C -3.040 0.912 0.970
C -3.539 -0.464 0.900
O -2.981 -1.106 -0.179
C -3.535 -0.656 -1.421
H 2.785 2.796 1.919
H 2.942 1.404 0.713
H 2.911 1.108 2.382
H 0.774 1.332 -0.273
H 0.866 3.065 0.154
H -1.490 2.613 -0.163
H -1.160 2.719 1.636
H -1.468 0.278 0.130
H -3.483 1.631 0.266
H -3.412 1.272 1.951
H -4.626 -0.562 0.864
H -3.138 -1.011 1.746
H -3.005 -1.169 -2.217
H -3.439 0.435 -1.470
H -4.585 -0.989 -1.478
C -2.971 -1.534 5.097
O -2.723 -2.163 3.836
C -1.897 -3.287 3.957
C -1.473 -3.815 2.621
N -0.523 -2.932 1.953
C 0.021 -3.552 0.750
C 1.087 -2.703 0.080
O 1.762 -3.497 -0.820
C 2.922 -2.867 -1.250
H -3.864 -1.981 5.574
H -3.231 -0.491 4.905
H -2.166 -1.568 5.835
H -2.351 -4.079 4.576
H -1.014 -3.009 4.559
H -2.380 -4.025 2.026
H -0.918 -4.752 2.724
H -0.983 -2.057 1.685
H -0.811 -3.721 0.027
H 0.397 -4.570 0.923
H 1.764 -2.242 0.822
H 0.604 -1.875 -0.466
H 2.736 -1.858 -1.674
H 3.391 -3.418 -2.066
H 3.651 -2.753 -0.430
C 5.368 4.013 -5.905
O 4.271 4.617 -5.328
C 3.369 5.011 -6.284
C 2.123 5.427 -5.556
N 1.681 4.505 -4.469
C 1.069 3.279 -5.013
C 0.382 2.466 -3.980
O -0.286 1.436 -4.620
C -1.061 0.711 -3.753
H 5.998 3.558 -5.144
H 5.956 4.749 -6.471
H 5.078 3.199 -6.589
H 3.179 4.195 -6.993
H 3.720 5.884 -6.854
H 1.283 5.638 -6.228
H 2.306 6.404 -5.083
H 2.570 4.192 -4.059
H 1.835 2.620 -5.490
H 0.388 3.457 -5.857
H -0.309 3.104 -3.391
H 1.117 2.118 -3.226
H -1.580 1.362 -3.032
H -0.435 -0.031 -3.250
H -1.865 0.253 -4.326
O -1.760 0.966 7.377
H -1.165 1.406 6.749
H -1.576 0.025 7.259
O 1.085 -3.812 6.081
H 0.637 -3.234 6.713
H 1.429 -3.210 5.385
O -0.734 0.103 3.762
H -1.134 -0.783 3.587
H -0.290 0.356 2.929
O 2.293 -2.364 3.650
H 2.233 -1.399 3.558
H 1.559 -2.702 3.096
O -2.569 -6.737 1.163
H -2.594 -7.587 1.628
H -3.461 -6.628 0.800
*
```

The value obtained for the lowest unoccupied orbital energy is 0.48 eV. As for the HOMO-LUMO gap: 9.54 eV. The HOMO energy is -9.062 eV. The energy above the lowest of the compared OMol25 structures with the same formula, charge and spin is 177.2 kJ/mol. The energy comes out at -46546.4372 eV. The structure (SMILES) is COCCNCCOC.COCCNCCOC.COCCNCCOC.O.O.O.O.O.

***

Entry 2:
Entry from the Open Molecules 2025 dataset: 8 unconnected molecules or ions with the total composition C18H56N4O8 in a non-equilibrium geometry (ωB97M-V/def2-TZVPD).

The geometry in ORCA input format:
```
! RIJCOSX wB97M-V def2-TZVPD def2/J DEFGRID3
* xyz 0 1
C -2.500 5.686 -0.072
O -2.125 4.543 -0.889
C -0.711 4.302 -0.733
C -0.352 3.010 -1.516
C -1.157 1.822 -1.034
N 1.077 2.807 -1.382
H -1.910 6.503 -0.477
H -2.360 5.549 1.008
H -3.539 5.994 -0.163
H -0.130 5.168 -1.085
H -0.513 4.242 0.334
H -0.546 3.133 -2.576
H -1.051 1.536 0.011
H -0.948 0.899 -1.572
H -2.179 2.139 -1.133
H 1.425 3.284 -0.551
H 1.567 3.183 -2.178
C -0.970 -2.057 -3.196
O -0.015 -1.052 -3.613
C -0.082 -0.830 -5.049
C 1.028 0.160 -5.478
C 0.880 1.474 -4.786
N 1.033 0.259 -6.957
H -0.800 -2.302 -2.153
H -0.846 -2.996 -3.734
H -1.995 -1.748 -3.365
H -0.120 -1.717 -5.643
H -1.052 -0.382 -5.285
H 1.978 -0.284 -5.136
H 0.951 1.311 -3.707
H -0.107 1.905 -4.899
H 1.528 2.254 -5.199
H 1.543 1.076 -7.258
H 1.441 -0.522 -7.458
C -2.988 1.214 2.408
O -3.091 1.330 3.817
C -3.743 0.232 4.472
C -3.635 0.322 5.964
C -4.285 -0.857 6.633
N -4.225 1.595 6.392
H -3.957 1.180 1.884
H -2.375 0.380 2.059
H -2.503 2.120 2.040
H -4.818 0.271 4.165
H -3.472 -0.703 4.005
H -2.592 0.227 6.286
H -3.832 -1.786 6.294
H -5.297 -0.951 6.240
H -4.386 -0.800 7.721
H -5.163 1.545 6.014
H -3.721 2.281 5.819
C 5.879 0.662 -1.303
O 5.152 0.009 -2.344
C 3.734 0.200 -2.316
C 3.048 -0.563 -1.220
C 3.417 -2.086 -1.161
N 1.609 -0.302 -1.248
H 5.571 1.701 -1.206
H 6.910 0.772 -1.664
H 5.950 0.069 -0.408
H 3.450 1.248 -2.121
H 3.404 -0.123 -3.318
H 3.413 -0.117 -0.289
H 3.023 -2.578 -2.048
H 2.809 -2.595 -0.423
H 4.497 -2.208 -1.068
H 1.228 -0.525 -2.163
H 1.568 0.712 -1.131
C 1.900 -3.873 4.376
C 1.229 -2.892 3.457
O 1.749 -3.026 2.141
H 1.409 -3.806 5.355
H 2.986 -3.837 4.486
H 1.659 -4.852 3.967
H 1.264 -1.862 3.824
H 0.169 -3.112 3.388
H 2.638 -2.662 2.055
O -1.980 -3.652 -0.255
H -1.481 -4.197 0.372
H -1.519 -2.800 -0.239
O -0.170 -5.195 1.782
H 0.564 -4.580 1.650
H 0.144 -6.063 1.522
O -0.254 -1.323 0.663
H 0.472 -0.947 0.113
H 0.200 -1.548 1.486
*
```

The value obtained for the lowest unoccupied orbital energy is 0.40 eV. As for the HOMO-LUMO gap: 9.52 eV. The HOMO energy is -9.121 eV. The energy above the lowest of the compared OMol25 structures with the same formula, charge and spin is 20.8 kJ/mol. The energy comes out at -41912.1702 eV. The structure (SMILES) is COC[C@H](C)N.COC[C@H](C)N.COC[C@H](C)N.COC[C@H](C)N.CCO.O.O.O.

***

Entry 3:
Entry from the Open Molecules 2025 dataset: 9 unconnected molecules or ions with the total composition C18H57N15O9 in a non-equilibrium geometry (ωB97M-V/def2-TZVPD).

The geometry in ORCA input format:
```
! RIJCOSX wB97M-V def2-TZVPD def2/J DEFGRID3
* xyz 0 1
C 5.619 12.851 19.701
O 6.420 13.691 18.876
C 6.008 15.028 18.901
C 7.067 15.885 19.607
C 6.536 17.318 19.773
N 8.370 15.926 19.003
H 6.295 12.049 20.002
H 4.688 12.533 19.268
H 5.326 13.400 20.552
H 6.086 15.406 17.786
H 4.877 15.109 19.173
H 7.244 15.528 20.609
H 7.164 17.966 20.463
H 5.500 17.255 20.127
H 6.605 17.770 18.766
H 8.449 16.438 18.162
H 8.783 14.997 18.813
C 12.139 16.553 9.421
O 11.747 16.819 10.809
C 12.340 15.967 11.714
C 11.986 16.360 13.122
C 12.463 17.773 13.305
N 12.509 15.378 14.060
H 11.905 15.466 9.272
H 13.193 16.744 9.271
H 11.502 17.276 8.878
H 12.026 14.924 11.581
H 13.399 16.122 11.619
H 10.895 16.366 13.254
H 12.008 18.477 12.552
H 13.561 17.997 13.343
H 12.135 18.164 14.310
H 12.150 15.382 14.983
H 13.543 15.220 14.029
C 9.952 11.620 18.849
O 10.322 11.015 17.662
C 10.960 9.758 17.814
C 11.253 9.231 16.396
C 12.176 8.036 16.558
N 11.738 10.346 15.592
H 9.500 12.622 18.803
H 10.819 11.749 19.527
H 9.163 10.996 19.403
H 11.897 9.957 18.456
H 10.411 9.067 18.357
H 10.298 8.872 15.964
H 11.734 7.272 17.269
H 13.145 8.394 16.837
H 12.239 7.485 15.610
H 12.167 9.962 14.779
H 10.960 10.862 15.265
N 8.392 8.673 13.860
C 9.398 8.234 12.988
N 10.293 9.180 12.619
O 9.469 7.069 12.700
H 8.275 9.679 14.044
H 7.632 8.048 14.119
H 11.123 8.767 12.228
H 10.181 10.107 12.946
N 10.824 17.418 16.929
C 11.203 16.179 17.415
N 12.007 16.104 18.522
O 10.783 15.142 16.854
H 11.319 18.220 17.166
H 10.678 17.310 15.931
H 12.257 15.162 18.792
H 12.106 16.842 19.207
N 14.106 10.326 13.402
C 13.991 9.115 12.735
N 14.874 8.220 13.215
O 13.112 8.882 11.885
H 13.543 11.124 13.089
H 14.783 10.501 14.132
H 15.810 8.460 13.323
H 14.709 7.333 12.779
N 7.859 13.079 15.500
C 8.828 12.821 14.579
N 10.001 13.456 14.708
O 8.608 11.964 13.707
H 7.237 12.297 15.783
H 8.013 13.593 16.352
H 10.083 14.227 15.378
H 10.775 13.239 14.108
N 14.321 11.265 18.705
C 13.482 12.310 18.506
N 12.982 12.475 17.220
O 13.159 13.025 19.465
H 14.781 10.902 17.899
H 14.687 11.164 19.630
H 12.901 11.620 16.652
H 12.189 13.174 17.265
N 11.986 11.481 10.433
C 11.317 11.901 11.493
N 10.180 12.549 11.208
O 11.765 11.753 12.644
H 12.639 10.720 10.528
H 11.383 11.316 9.661
H 9.711 12.348 10.323
H 9.493 12.487 11.922
*
```

The value obtained for the lowest unoccupied orbital energy is 0.52 eV. As for the HOMO-LUMO gap: 9.34 eV. The HOMO energy is -8.820 eV. The energy above the lowest of the compared OMol25 structures with the same formula, charge and spin is 87.5 kJ/mol. The energy comes out at -60374.3384 eV. The structure (SMILES) is COC[C@H](C)N.COC[C@H](C)N.COC[C@H](C)N.NC(N)=O.NC(N)=O.NC(N)=O.NC(N)=O.NC(N)=O.NC(N)=O.